The following is a quantum chemistry calculation of a structure of composition C38H54IN6SSbTi, from the Open Molecules 2025 dataset.

Summary:
spin multiplicity: 2
expectation value of S²: 0.7542
HOMO-LUMO gap (spin up / spin down): 6.96 / 7.16 eV
net charge: +3
calculated total energy: -3593.7268 hartree
HOMO (spin up / spin down): -16.0698 / -16.0723 eV

Structure (XYZ):
```
102
C38H54IN6SSbTi, DFT ωB97M-V/def2-TZVPD
Ti -0.053 -0.145 -0.192
C 0.362 2.560 1.246
C 0.144 1.492 2.322
N 0.712 0.198 1.896
C 2.180 0.154 2.078
C 2.867 -0.386 0.815
N 2.166 0.136 -0.373
C 2.541 1.545 -0.660
C 1.306 2.396 -0.990
N 0.182 2.002 -0.120
H -0.337 3.382 1.428
H 1.368 2.973 1.331
H 0.590 1.830 3.266
H -0.930 1.356 2.471
H 0.283 -0.517 2.493
H 2.541 1.166 2.269
H 2.464 -0.454 2.943
H 3.925 -0.092 0.829
H 2.843 -1.481 0.787
H 2.475 -0.424 -1.176
H 3.050 1.958 0.212
H 3.245 1.599 -1.498
H 1.559 3.456 -0.865
H 1.018 2.268 -2.038
H -0.672 2.424 -0.505
C 0.006 -4.369 -5.575
C -0.844 -3.330 -5.918
C -0.812 -2.143 -5.204
C 0.089 -1.996 -4.160
C 0.936 -3.037 -3.808
C 0.892 -4.225 -4.520
Sb 0.189 -0.150 -3.058
C 1.945 0.726 -3.960
C 1.844 1.888 -4.710
C 2.970 2.417 -5.318
C 4.199 1.798 -5.163
C 4.303 0.642 -4.406
C 3.177 0.102 -3.807
C -1.390 1.058 -3.850
C -1.506 1.296 -5.213
C -2.576 2.039 -5.688
C -3.523 2.538 -4.808
C -3.396 2.314 -3.446
C -2.327 1.578 -2.964
H -0.026 -5.296 -6.123
H -1.530 -3.439 -6.744
H -1.496 -1.342 -5.455
H 1.630 -2.930 -2.975
H 1.551 -5.037 -4.253
H 0.885 2.375 -4.836
H 2.887 3.312 -5.914
H 5.076 2.210 -5.636
H 5.261 0.160 -4.286
H 3.257 -0.830 -3.252
H -0.767 0.906 -5.902
H -2.672 2.224 -6.747
H -4.364 3.102 -5.179
H -4.132 2.707 -2.760
H -2.236 1.384 -1.886
C -5.963 -0.346 5.434
C -6.177 -0.116 3.942
C -5.217 0.912 3.338
C -3.732 0.586 3.548
N -3.424 -0.756 3.096
C -2.921 -1.119 1.935
S -2.360 0.087 0.825
N -2.779 -2.414 1.630
C -3.046 -3.541 2.522
C -4.518 -3.946 2.691
C -5.161 -4.575 1.452
C -5.644 -3.566 0.415
H -6.782 -0.940 5.834
H -5.947 0.608 5.956
H -5.034 -0.876 5.653
H -7.191 0.257 3.799
H -6.116 -1.063 3.397
H -5.394 1.890 3.789
H -5.412 1.004 2.267
H -3.482 0.643 4.609
H -3.133 1.310 2.993
H -3.872 -1.477 3.653
H -2.710 -2.640 0.649
H -2.608 -3.304 3.497
H -2.494 -4.390 2.107
H -5.124 -3.094 3.006
H -4.537 -4.676 3.503
H -6.026 -5.144 1.793
H -4.468 -5.286 0.995
H -6.236 -2.784 0.889
H -6.282 -4.071 -0.305
H -4.823 -3.100 -0.134
I -2.672 -1.869 -2.063
C -1.054 -2.862 -1.114
C -0.923 -4.225 -1.324
C 0.026 -4.933 -0.603
C 0.720 -4.253 0.397
C 0.539 -2.895 0.536
N -0.276 -2.153 -0.260
H -1.560 -4.718 -2.040
H 0.185 -5.984 -0.784
H 1.389 -4.774 1.063
H 1.046 -2.357 1.333
```

Atomic partial charges in e from the Löwdin method, atoms 1 to 2: number 1, Ti, carries 0.66; number 2, C, carries -0.13

=====

The following is a quantum chemistry calculation of a structure of composition C38H55AsN5S2Tl, from the Open Molecules 2025 dataset.

Summary:
spin multiplicity: 1
HOMO-LUMO gap (spin up / spin down): 4.80 / 4.80 eV
net charge: +2
calculated total energy: -4958.9089 hartree
HOMO (spin up / spin down): -12.8837 / -12.8839 eV

Structure (XYZ):
```
102
C38H55AsN5S2Tl, DFT ωB97M-V/def2-TZVPD
Tl 0.520 0.373 -0.732
C 2.198 -4.324 -0.914
C 1.023 -4.317 0.070
C 0.931 -5.647 0.821
C -0.266 -3.982 -0.664
C -0.699 -4.849 -1.664
C -1.790 -4.546 -2.460
C -2.437 -3.330 -2.307
C -2.042 -2.426 -1.325
C -2.826 -1.145 -1.117
C -4.122 -1.434 -0.352
C -3.112 -0.421 -2.431
C -0.991 -2.795 -0.472
N -0.670 -1.905 0.604
C -0.719 -2.448 1.751
C -0.434 -1.886 3.083
C -0.309 -2.840 4.078
C 0.064 -2.515 5.381
C 0.316 -1.196 5.732
C 0.171 -0.215 4.780
C -0.211 -0.515 3.441
N -0.651 0.475 2.654
C -0.339 1.753 2.870
C -1.457 2.665 2.740
C -1.248 3.979 3.095
C 0.016 4.416 3.476
C 1.115 3.558 3.499
C 0.985 2.216 3.219
C 2.236 1.362 3.112
C 3.175 1.919 2.031
C 2.992 1.281 4.442
C -2.837 2.129 2.449
C -3.798 3.181 1.899
C -3.428 1.519 3.731
H 3.131 -4.529 -0.389
H 2.292 -3.359 -1.419
H 2.069 -5.093 -1.676
H 1.238 -3.535 0.800
H 0.875 -6.488 0.129
H 0.046 -5.693 1.459
H 1.813 -5.794 1.445
H -0.171 -5.780 -1.819
H -2.127 -5.249 -3.211
H -3.278 -3.092 -2.945
H -2.233 -0.476 -0.484
H -4.775 -2.084 -0.937
H -4.659 -0.508 -0.147
H -3.920 -1.932 0.598
H -3.753 -1.015 -3.084
H -2.189 -0.196 -2.970
H -3.621 0.522 -2.235
H -0.989 -3.507 1.814
H -0.491 -3.878 3.830
H 0.134 -3.297 6.126
H 0.566 -0.936 6.751
H 0.209 0.827 5.069
H -2.072 4.677 3.081
H 0.154 5.455 3.746
H 2.090 3.959 3.738
H 1.948 0.351 2.811
H 3.473 2.943 2.256
H 2.716 1.914 1.042
H 4.079 1.314 1.986
H 3.313 2.270 4.772
H 3.884 0.669 4.318
H 2.389 0.842 5.237
H -2.719 1.323 1.717
H -4.117 3.874 2.679
H -4.694 2.687 1.523
H -3.363 3.750 1.080
H -3.529 2.284 4.502
H -2.814 0.711 4.131
H -4.418 1.114 3.525
C 4.498 2.029 -4.038
C 4.629 0.518 -4.192
C 3.334 -0.199 -3.953
N 2.474 0.110 -3.048
N 1.381 -0.727 -3.013
C 1.439 -1.673 -3.914
N 0.494 -2.610 -4.075
S 2.868 -1.594 -4.888
H 5.454 2.510 -4.241
H 4.191 2.289 -3.026
H 3.761 2.428 -4.735
H 5.364 0.132 -3.482
H 4.997 0.265 -5.187
H -0.291 -2.643 -3.442
H 0.585 -3.332 -4.766
C -1.510 4.737 -4.074
As -0.410 3.348 -3.340
C 1.367 4.047 -3.136
C -0.309 1.970 -4.673
S -1.194 2.642 -1.511
H -1.068 5.106 -4.998
H -1.593 5.544 -3.350
H -2.496 4.322 -4.270
H 1.710 4.492 -4.069
H 2.021 3.222 -2.856
H 1.355 4.794 -2.345
H 0.083 2.379 -5.604
H -1.313 1.581 -4.834
H 0.339 1.177 -4.308
```

Atomic partial charges in e from the Löwdin method, atoms 1 to 2: number 1, Tl, carries 0.67; number 2, C, carries -0.05

=====

The following is a quantum chemistry calculation of a structure of composition C38H55BiNO2P2, from the Open Molecules 2025 dataset.

Summary:
spin multiplicity: 1
HOMO-LUMO gap (spin up / spin down): 5.62 / 4.93 eV
net charge: +1
calculated total energy: -2583.1481 hartree
HOMO (spin up / spin down): -9.0463 / -9.0312 eV

Structure (XYZ):
```
99
C38H55BiNO2P2, DFT ωB97M-V/def2-TZVPD
Bi 0.604 -0.214 -0.162
C -0.247 2.315 2.132
C -1.026 2.981 1.148
C -1.877 0.858 1.401
C -0.751 0.992 2.278
C -2.033 2.083 0.699
C 0.876 2.883 2.921
H 1.299 3.782 2.455
H 1.686 2.150 3.053
H 0.540 3.171 3.931
C -0.295 -0.028 3.253
H 0.521 0.353 3.881
H 0.072 -0.948 2.759
H -1.124 -0.312 3.916
C -2.801 -0.295 1.328
H -3.759 -0.069 1.828
H -2.378 -1.169 1.837
H -3.036 -0.606 0.299
C -3.079 2.339 -0.319
H -4.078 2.378 0.148
H -3.103 1.526 -1.064
H -2.919 3.292 -0.840
C -0.848 4.378 0.694
H -1.456 5.075 1.290
H -1.157 4.491 -0.353
H 0.198 4.697 0.787
C 4.790 1.663 -3.270
C 4.724 2.692 -2.398
C 4.482 4.115 -2.778
C 3.544 4.357 -3.989
C 2.329 3.498 -4.050
C 2.204 2.376 -4.797
C 3.335 1.620 -5.412
C 4.736 1.791 -4.758
H 5.443 4.606 -3.020
H 4.118 4.339 -4.929
H 4.078 4.654 -1.907
H 5.207 2.723 -5.110
H 5.030 0.661 -2.914
H 5.054 2.556 -1.364
H 5.343 0.968 -5.168
H 3.076 0.546 -5.437
H 1.218 2.043 -5.140
H 3.443 1.925 -6.470
H 3.186 5.393 -3.879
H 1.456 3.982 -3.604
P 2.912 0.842 -0.574
C 4.559 0.219 -0.201
C 2.645 2.618 -0.156
P 0.546 0.337 -2.750
C 2.342 0.707 -2.353
C -0.255 1.990 -2.698
C 0.344 -0.390 -4.385
H 4.505 -0.875 -0.091
H 4.891 0.647 0.759
H 5.297 0.460 -0.975
H 2.958 3.281 -0.975
H 3.244 2.854 0.739
H 1.593 2.841 0.086
H 1.148 -0.123 -5.081
H -0.620 -0.075 -4.809
H 0.327 -1.484 -4.274
H 2.981 0.016 -2.922
H 2.513 1.714 -2.727
H -1.312 1.871 -2.978
H 0.211 2.681 -3.406
H -0.231 2.454 -1.701
C -6.463 -3.305 2.172
C -5.254 -2.850 2.954
C -5.421 -1.848 3.907
C -4.364 -1.411 4.706
C -3.109 -1.982 4.538
C -2.899 -2.943 3.531
N -1.580 -3.290 3.264
C -1.066 -4.501 2.754
C -1.339 -5.731 3.373
C -0.749 -6.889 2.869
C 0.098 -6.835 1.753
C 0.356 -5.607 1.139
C -0.234 -4.445 1.627
C -0.175 -3.126 0.879
O -1.239 -2.741 0.334
O 0.950 -2.488 0.860
C -3.984 -3.401 2.730
C -3.758 -4.372 1.624
H -6.327 -3.190 1.089
H -6.714 -4.355 2.376
H -7.323 -2.693 2.465
H -6.415 -1.410 4.018
H -4.520 -0.630 5.446
H -2.274 -1.690 5.174
H -0.882 -2.738 3.752
H -2.022 -5.747 4.233
H -0.963 -7.843 3.354
H 0.561 -7.748 1.369
H 1.012 -5.513 0.278
H -3.007 -3.994 0.913
H -3.422 -5.343 2.004
H -4.690 -4.539 1.077
```

Atomic partial charges in e from the Löwdin method, atoms 1 to 2: number 1, Bi, carries 1.55; number 2, C, carries -0.25

=====

The following is a quantum chemistry calculation of a cluster of 4 separate species, C38H56BF6N2O4S in total, from the Open Molecules 2025 dataset.

Summary:
spin multiplicity: 1
HOMO-LUMO gap: 8.21 eV
net charge: +1
calculated total energy: -2913.8839 hartree
HOMO: -10.9091 eV

Structure (XYZ):
```
108
C38H56BF6N2O4S, DFT ωB97M-V/def2-TZVPD
C 4.786 -3.857 -1.620
C 5.650 -2.554 -1.245
O 4.879 -1.484 -0.656
C 5.737 -0.609 0.132
C 5.364 0.942 -0.086
O 4.488 1.398 0.961
C 3.799 2.606 0.590
C 2.609 2.204 -0.393
O 1.335 2.792 -0.062
C 0.376 2.542 -1.120
C -0.048 1.010 -1.176
N 0.691 0.193 -2.212
C 0.447 -1.205 -1.769
C -1.102 -1.647 -1.719
C -1.115 -3.146 -1.244
F -0.168 -3.451 -0.215
F -2.320 -3.671 -0.766
C -0.650 -4.209 -2.389
F -1.113 -5.457 -1.913
F -1.260 -4.026 -3.614
F 0.738 -4.354 -2.445
N -2.058 -0.658 -1.155
C -2.378 -0.795 0.333
C -1.217 -1.051 1.353
C -1.076 0.263 2.290
F -2.143 0.392 3.219
B -3.512 -0.798 -1.681
C -4.082 -1.960 -2.629
O -4.477 0.215 -1.322
C -1.602 0.758 -1.517
C -2.027 1.342 -2.911
C -1.678 0.572 -4.256
C -1.267 1.663 -5.384
S -0.752 0.842 -6.959
H 4.222 -4.306 -0.737
H 4.031 -3.670 -2.460
H 5.484 -4.690 -1.985
H 6.456 -2.897 -0.505
H 6.163 -2.219 -2.201
H 6.807 -0.776 -0.245
H 5.625 -0.910 1.225
H 6.317 1.585 -0.080
H 4.928 1.012 -1.135
H 4.504 3.363 0.101
H 3.319 3.061 1.525
H 2.548 1.055 -0.373
H 2.850 2.490 -1.474
H -0.564 3.148 -0.883
H 0.756 2.900 -2.129
H 0.283 0.573 -0.181
H 1.694 0.413 -2.188
H 0.925 -1.879 -2.568
H 1.030 -1.381 -0.817
H -1.360 -1.706 -2.840
H -3.140 -1.654 0.434
H -2.974 0.104 0.727
H -0.176 -1.239 0.961
H -1.449 -1.904 2.085
H -0.038 0.364 2.745
H -1.172 1.149 1.563
H -3.348 -2.756 -2.954
H -4.958 -2.521 -2.141
H -4.534 -1.461 -3.558
H -5.349 -0.227 -1.295
H -2.135 1.428 -0.747
H -3.117 1.695 -3.000
H -1.472 2.348 -3.023
H -2.621 0.036 -4.638
H -0.836 -0.176 -4.222
H -2.108 2.409 -5.524
H -0.393 2.243 -4.919
H -0.219 -0.392 -6.563
C -3.922 6.932 -0.240
C -3.928 5.602 0.168
C -2.726 4.930 0.366
C -1.518 5.592 0.165
C -1.513 6.922 -0.239
C -2.714 7.591 -0.445
H -4.859 7.454 -0.397
H -4.869 5.089 0.331
H -2.730 3.890 0.678
H -0.580 5.069 0.325
H -0.571 7.438 -0.394
H -2.710 8.627 -0.766
C 4.551 -4.666 3.177
C 5.428 -4.312 2.157
C 6.622 -5.008 1.993
C 6.933 -6.064 2.844
C 6.054 -6.420 3.861
C 4.866 -5.718 4.031
H 3.622 -4.121 3.307
H 5.183 -3.494 1.487
H 7.309 -4.728 1.203
H 7.861 -6.610 2.713
H 6.297 -7.244 4.523
H 4.183 -5.992 4.828
C -6.800 2.321 5.328
C -5.929 2.703 4.313
C -4.719 2.037 4.148
C -4.384 0.983 4.992
C -5.257 0.598 6.004
C -6.463 1.270 6.175
H -7.742 2.842 5.459
H -6.193 3.521 3.652
H -4.036 2.340 3.361
H -3.445 0.462 4.860
H -4.997 -0.225 6.661
H -7.141 0.974 6.968
```

Atomic partial charges in e from the Löwdin method, atoms 1 to 2: number 1, C, carries -0.09; number 2, C, carries -0.27